--- i ---
Molecular formula: C3H3ClNO2
Method: DFT, wB97M-V/def2-TZVPD

Kohn-Sham gap ... 0.3026 hartree
Multiplicity ... 1
Total charge ... -1
HOMO level ... -0.164 Ha

Element x y z (Å)
C 0.3307 -0.2851 1.5194
C -1.9973 -0.0266 0.3623
C 1.5421 -0.2824 -0.7261
N 1.0555 -0.3972 0.6186
O -1.2138 -0.5456 -0.3681
O -3.0987 0.0573 0.7843
Cl -1.4767 2.1479 0.7402
H 1.8498 0.7509 -0.8901
H 0.6893 -0.4656 -1.2654
H 2.3190 -0.9536 -0.7752

Mulliken atomic charge list, values in e, 8 entries: -0.06, 0.63, -0.64, -0.17, -0.50, -0.48, -0.66, 0.26



--- ii ---
Molecular formula: C3H3ClNO2
Method: DFT, wB97M-V/def2-TZVPD

Structure (SMILES) ... [H]/N=C/[C@H](Cl)C(=O)[O-]
Kohn-Sham gap ... 0.2879 hartree
Multiplicity ... 1
Total charge ... -1
HOMO level ... -0.150 Ha

Element x y z (Å)
H -0.8146 1.2121 2.3720
N -0.2638 1.3933 1.4394
C -0.7080 0.5437 0.5757
C -0.0518 0.2148 -0.7335
Cl -1.0414 -0.2403 -2.0417
C 1.0104 -1.0461 -0.4076
O 0.4523 -2.1197 -0.5447
O 2.0853 -0.6029 -0.1433
H -1.3353 -0.3827 0.6488
H 0.6668 1.0277 -1.1650

Mulliken atomic charge list, values in e, 8 entries: 0.23, -0.65, -0.18, 0.09, -0.23, 0.52, -0.67, -0.64



Most stable structure - ii; separation to the second - 0.0019 hartree.



--- i ---
Molecular formula: C4H6N2
Method: DFT, wB97M-V/def2-TZVPD

Kohn-Sham gap (alpha / beta) ... 0.2340 / 0.2747 hartree
Multiplicity ... 3
HOMO level (alpha / beta) ... -0.197 / -0.353 Ha

Element x y z (Å)
C 0.6537 1.3168 -0.2356
C -0.6964 0.8376 0.2171
C 0.2232 -1.4357 -0.5249
C -0.3691 -0.5548 0.5533
N 1.6395 0.4538 -0.0824
N 1.0618 -0.7353 0.3184
H 0.9017 2.3629 -0.4948
H -1.1651 1.3318 1.0833
H -1.4854 1.0201 -0.4413
H 0.1288 -2.4063 -0.1986
H 0.0111 -1.0996 -1.6019
H -0.9038 -1.0912 1.4074

Mulliken atomic charge list, values in e, 8 entries: -0.35, -0.57, -0.30, -0.09, -0.53, -0.03, 0.43, 0.30



--- ii ---
Molecular formula: C4H6N2
Method: DFT, wB97M-V/def2-TZVPD

Kohn-Sham gap (alpha / beta) ... 0.2534 / 0.2983 hartree
Multiplicity ... 3
HOMO level (alpha / beta) ... -0.220 / -0.328 Ha

Element x y z (Å)
C -0.0624 -0.6348 0.3419
C 0.9533 0.1109 -0.1302
C 0.4294 1.2320 -0.8549
C -1.4386 -0.6665 0.5592
N -0.5189 1.8370 -1.1818
N 2.2970 0.0166 0.2075
H -2.0373 -0.2053 -0.2324
H -1.6859 -0.3088 1.5136
H -1.7846 -1.6831 0.5372
H -1.4466 1.3801 -1.2647
H 2.8268 -0.4670 -0.4829
H 2.4677 -0.6111 0.9876

Mulliken atomic charge list, values in e, 8 entries: -0.01, 0.38, 0.14, -1.02, -0.45, -0.62, 0.28, 0.25



Most stable structure - ii; separation to the second - 0.0279 hartree.



--- i ---
Molecular formula: C24H69N3O15
Method: DFT, wB97M-V/def2-TZVPD

Structure (SMILES) ... COC[C@H](C)N.COC[C@H](C)N.COC[C@H](C)N.OCCO.OCCO.OCCO.OCCO.OCCO.OCCO
Kohn-Sham gap ... 0.3361 hartree
Multiplicity ... 1
HOMO level ... -0.323 Ha

Element x y z (Å)
C -0.1043 0.5642 -2.5227
O -0.4315 0.2081 -1.1697
C 0.4052 -0.7877 -0.6193
C -0.3042 -1.3404 0.6076
C -0.5011 -0.3440 1.7302
N 0.2698 -2.6264 1.0600
H -0.9217 1.1741 -2.8973
H -0.0478 -0.3467 -3.1323
H 0.8653 1.0610 -2.4379
H 0.5263 -1.5945 -1.3523
H 1.3874 -0.4074 -0.3078
H -1.3309 -1.5590 0.2646
H 0.4153 -0.1335 2.2948
H -1.2283 -0.6824 2.4698
H -0.8348 0.5960 1.2893
H -0.0204 -3.3211 0.3784
H -0.2874 -2.8656 1.8773
C -4.1778 7.9473 0.3746
O -3.1561 7.0768 0.8225
C -3.3298 5.7594 0.3481
C -2.4026 4.8204 1.1098
C -2.4610 3.3899 0.5919
N -2.7044 4.8354 2.5726
H -5.1859 7.5452 0.5090
H -4.0296 8.2015 -0.6825
H -4.0878 8.8684 0.9490
H -4.3646 5.4191 0.4960
H -3.0685 5.7208 -0.7203
H -1.3823 5.1916 0.9752
H -3.4630 2.9684 0.6881
H -1.8311 2.8050 1.2640
H -2.0599 3.3225 -0.4185
H -3.7251 4.7963 2.6466
H -2.5739 5.8166 2.8323
C 0.4551 -1.2493 9.2125
O 0.3837 -1.1077 7.8146
C 1.4148 -0.2910 7.2901
C 1.2139 -0.2350 5.7810
C 1.7629 -1.4560 5.0769
N 1.6951 1.0289 5.1914
H -0.4857 -1.7091 9.5142
H 0.5389 -0.2873 9.7304
H 1.2921 -1.8923 9.5052
H 1.3170 0.7278 7.6841
H 2.3924 -0.7350 7.5129
H 0.1199 -0.2559 5.6479
H 1.5840 -1.4550 4.0010
H 1.3660 -2.3761 5.5026
H 2.8501 -1.4549 5.2236
H 1.0760 1.7583 5.5251
H 1.5941 0.9764 4.1853
O -4.3338 -2.3442 -1.3251
C -4.4971 -1.2770 -2.2750
C -3.4346 -0.2355 -2.0717
O -3.3613 0.2623 -0.7263
H -4.3641 -1.9175 -0.4617
H -4.3747 -1.7426 -3.2518
H -5.4993 -0.8506 -2.1845
H -3.7405 0.6732 -2.6185
H -2.4494 -0.5328 -2.4233
H -2.4349 0.5447 -0.6974
O 3.2368 -1.8939 -2.4776
C 3.2220 -1.0902 -3.6536
C 2.9571 -1.9377 -4.8756
O 2.9464 -1.0701 -6.0107
H 3.8294 -2.6358 -2.6405
H 2.4438 -0.3447 -3.4944
H 4.1599 -0.5389 -3.7850
H 1.9775 -2.4201 -4.7860
H 3.7186 -2.7251 -4.9444
H 2.7513 -1.5967 -6.7897
O -0.8223 -5.4041 -3.2674
C 0.2456 -4.6008 -2.7599
C 1.0609 -5.2906 -1.6730
O 0.4004 -5.3445 -0.4268
H -1.3414 -5.7386 -2.5297
H 0.8793 -4.2987 -3.5899
H -0.1921 -3.6994 -2.3089
H 1.9629 -4.6904 -1.5387
H 1.3720 -6.2745 -2.0421
H -0.4115 -5.8518 -0.5265
O -2.0415 -4.3162 2.6430
C -2.0425 -4.3133 4.0859
C -1.1269 -5.4110 4.5618
O -1.6602 -6.6746 4.1246
H -2.0717 -5.2455 2.3854
H -1.7059 -3.3139 4.3497
H -3.0672 -4.5504 4.3864
H -1.0269 -5.4391 5.6503
H -0.1386 -5.3065 4.1180
H -2.3194 -6.9271 4.7773
O 2.6316 3.1965 -2.7864
C 3.5447 2.4648 -2.0193
C 4.9964 2.8771 -2.2213
O 5.4837 2.6739 -3.5256
H 2.8228 3.0421 -3.7234
H 3.3515 2.6375 -0.9545
H 3.4282 1.3734 -2.1259
H 5.6289 2.3615 -1.5023
H 4.9962 3.9543 -1.9899
H 4.7975 2.8626 -4.1729
O -0.2243 2.1755 -6.3584
C 1.1280 1.9984 -6.0471
C 1.8728 3.3478 -6.0562
O 3.1969 3.2252 -5.5690
H -0.6888 2.5479 -5.6053
H 1.2397 1.5497 -5.0486
H 1.6830 1.3222 -6.7008
H 1.3015 4.0555 -5.4560
H 1.8927 3.7081 -7.0882
H 3.7868 2.9243 -6.2653

Mulliken atomic charge list, values in e, 8 entries: -1.06, -0.04, -0.23, 1.19, -0.95, -0.64, 0.23, 0.49



--- ii ---
Molecular formula: C24H69N3O15
Method: DFT, wB97M-V/def2-TZVPD

Structure (SMILES) ... COCCNCCOC.COCCNCCOC.COCCNCCOC.OCCO.OCCO.OCCO.O.O.O
Kohn-Sham gap ... 0.3203 hartree
Multiplicity ... 1
HOMO level ... -0.315 Ha

Element x y z (Å)
C 2.6709 -0.9607 6.4221
O 1.3519 -1.0702 6.9825
C 0.9151 -2.4603 6.9963
C 0.8574 -3.0695 5.5426
N -0.4150 -2.7875 4.9067
C -0.6214 -1.4053 4.6094
C -1.7346 -1.2580 3.5158
O -1.9447 0.0897 3.0156
C -1.2254 0.3893 1.8179
H 2.7487 -0.7174 5.3625
H 3.3936 -1.7564 6.6026
H 3.1198 -0.0275 6.7625
H -0.0140 -2.5378 7.5610
H 1.6905 -2.9816 7.5576
H 0.9096 -4.1538 5.6406
H 1.6632 -2.7936 4.8624
H -0.5367 -3.4344 4.1407
H 0.2763 -0.9165 4.2310
H -0.9043 -0.9595 5.5630
H -2.6907 -1.5907 3.9198
H -1.4122 -1.9539 2.7414
H -1.5027 -0.2798 1.0034
H -0.1759 0.1504 1.9901
H -1.3509 1.4523 1.6118
C -3.2894 2.7993 -1.2316
O -4.6499 2.2502 -1.0813
C -4.9036 0.9325 -1.5797
C -4.6490 -0.1422 -0.5227
N -5.4389 0.1739 0.6753
C -5.0334 -0.6177 1.8384
C -5.9504 -0.5483 3.0254
O -5.6827 -1.6205 3.9174
C -6.6499 -1.7347 4.9812
H -3.2880 3.2506 -2.2238
H -2.4540 2.1020 -1.2952
H -3.0201 3.6052 -0.5489
H -4.3208 0.6028 -2.4397
H -5.9488 0.8745 -1.8837
H -3.5624 -0.2146 -0.4759
H -5.1856 -1.0290 -0.8602
H -5.1601 1.1305 0.8399
H -3.9927 -0.5356 2.1518
H -5.0591 -1.6691 1.5523
H -6.9735 -0.6385 2.6601
H -5.8072 0.4783 3.3627
H -6.6739 -0.7853 5.5162
H -6.3848 -2.4885 5.7225
H -7.5575 -2.0079 4.4429
C 3.0919 -3.0735 -0.1340
O 1.8926 -2.8026 0.6832
C 2.1855 -2.2847 2.0219
C 3.0584 -1.0096 2.1716
N 2.5148 0.0444 1.3959
C 3.3937 1.1689 1.1836
C 4.2285 0.8686 -0.1922
O 5.1072 -0.1688 -0.1072
C 5.9531 -0.1197 -1.1737
H 3.8745 -2.3467 -0.3517
H 2.8558 -3.4505 -1.1290
H 3.6179 -3.8824 0.3729
H 2.6680 -3.0412 2.6408
H 1.2263 -2.1504 2.5218
H 4.0945 -1.1924 1.8865
H 3.1126 -0.8086 3.2416
H 2.3568 -0.2718 0.4498
H 4.0528 1.5317 1.9723
H 2.8730 2.0821 0.8956
H 4.8666 1.7513 -0.2346
H 3.6225 0.7976 -1.0954
H 6.6865 -0.9160 -1.0469
H 6.5354 0.7960 -1.2765
H 5.4421 -0.2277 -2.1304
O -1.4517 1.4229 -5.2422
C -2.3429 1.0433 -6.3160
C -1.6490 -0.0119 -7.2901
O -1.7142 -1.2667 -6.6434
H -1.3836 0.6833 -4.6339
H -3.3279 0.6920 -6.0087
H -2.5051 2.0151 -6.7822
H -0.6202 0.3477 -7.3076
H -2.0727 -0.0435 -8.2939
H -2.6283 -1.5561 -6.6899
O 4.4819 4.3551 -4.3779
C 3.6354 4.1250 -3.3333
C 4.1980 4.4345 -1.9222
O 5.3060 3.5227 -1.7245
H 4.6874 3.4658 -4.6753
H 2.7609 4.6745 -3.6819
H 3.3370 3.0793 -3.4077
H 3.3975 4.3756 -1.1848
H 4.6485 5.4257 -1.8698
H 5.7893 3.4860 -2.5532
O -0.9743 -0.7170 -3.5989
C -0.6401 -0.3336 -2.2411
C 0.8930 0.0257 -1.9410
O 1.1252 1.1477 -2.7355
H -0.6822 -1.6237 -3.7182
H -1.2409 0.5586 -2.0649
H -1.0244 -1.1525 -1.6330
H 1.3755 -0.8767 -2.3165
H 1.1753 0.1762 -0.8990
H 0.8498 1.9105 -2.2217
O 1.2734 1.7931 -5.4080
H 1.2706 1.5028 -4.4959
H 0.4404 1.4813 -5.7616
O 0.0933 -3.2427 -4.6381
H 0.3782 -4.0869 -4.9881
H -0.4055 -2.8434 -5.3508
O 0.5107 3.5567 -1.4722
H -0.0440 3.7830 -2.2188
H 0.3355 4.2415 -0.8268

Mulliken atomic charge list, values in e, 8 entries: -0.53, -0.37, -0.76, -0.15, -0.40, -0.22, -0.83, -0.48



Most stable structure - i; separation to the second - 0.1317 hartree.